The following is a DFT calculation (the ωB97M-V functional and the def2-TZVPD basis) of a 2-piece molecular cluster, C4H6N2O overall at a distorted geometry.

Last column: Mulliken charge in e.
Geometry (Å):
C (2.54742, 0.36820, -0.00937)  0.5425
C (-1.05067, -0.01768, 0.35132)  0.3550
C (-0.24690, -1.18179, -0.02916)  -0.2474
C (-2.38886, 0.34050, -0.21224)  -1.1610
N (1.43863, 0.82611, -0.08415)  -0.5503
N (3.61589, -0.24407, 0.16874)  -0.5909
O (-0.01793, -0.13700, -0.71567)  -0.1944
H (-0.53253, 0.71992, 1.15302)  0.3298
H (0.28262, -1.95214, 0.52110)  0.3171
H (-2.37565, 0.90373, -1.05358)  0.3378
H (-2.84050, 0.87346, 0.62403)  0.3239
H (-2.89728, -0.59451, -0.53853)  0.2972
H (4.46575, 0.09526, -0.17551)  0.2408

Energy relative to the best compared isomer or geometry (same formula, charge and spin) ... 757.6 kJ/mol
LUMO (alpha / beta) ... -1.010 / -0.026 eV
E_tot ... -9265.65016 eV


The following is a DFT calculation (the ωB97M-V functional and the def2-TZVPD basis) of a 2-piece molecular cluster, C4H6N2O overall at a distorted geometry.

Last column: Mulliken charge in e.
Geometry (Å):
C (0.30867, -0.33646, 0.48111)  0.0965
C (-0.64956, 2.71876, -0.30804)  0.5607
C (-1.95368, -0.21518, -0.35867)  -0.5450
C (1.65515, 0.13616, 0.40044)  -0.9596
N (-0.70355, -0.23165, -0.11326)  -0.1628
N (-0.04049, 2.23205, -1.23043)  -0.5257
O (-0.86836, 3.26586, 0.66198)  -0.3651
H (-2.77916, 0.38634, 0.14228)  0.2908
H (-2.13656, -0.63339, -1.27761)  0.3528
H (1.99975, 0.72438, 1.14264)  0.3380
H (1.89472, 0.61111, -0.61797)  0.2573
H (2.34948, -0.68111, 0.36810)  0.3352
H (-0.31655, 1.55010, -1.93112)  0.3268

Energy relative to the best compared isomer or geometry (same formula, charge and spin) ... 403.3 kJ/mol
LUMO ... 0.638 eV
E_tot ... -9269.32232 eV


The following is a DFT calculation (the ωB97M-V functional and the def2-TZVPD basis) of one molecule with the formula C4H6N2O at a distorted geometry.

Last column: Mulliken charge in e.
Geometry (Å):
H (-2.62192, 1.82239, 0.88842)  0.1356
N (-2.24830, 1.12762, 0.31087)  -0.5878
C (-0.63530, 0.80265, 0.87189)  0.1346
O (0.01804, 1.11479, 2.00556)  -0.2522
C (1.08432, 0.32447, 1.97503)  -0.4156
C (1.23453, -0.32575, 0.76265)  -0.1408
N (0.05206, -0.02431, 0.09115)  0.2331
C (-0.40540, -0.37151, -1.17650)  -0.9533
H (1.60201, 0.30180, 2.86050)  0.4510
H (1.95798, -1.10166, 0.35008)  0.3374
H (-1.53712, -0.35692, -1.26449)  0.3485
H (0.21354, 0.08859, -1.97095)  0.2977
H (-0.29275, -1.40872, -1.21163)  0.4119

Energy relative to the best compared isomer or geometry (same formula, charge and spin) ... 488.8 kJ/mol
LUMO ... 0.759 eV
E_tot ... -9268.43622 eV
Structure (SMILES) ... [H]/N=c1\occn1C


The following is a DFT calculation (the ωB97M-V functional and the def2-TZVPD basis) of one molecule with the formula C4H6N2O at a distorted geometry.

Last column: Mulliken charge in e.
Geometry (Å):
O (1.80928, 0.99083, 1.33356)  -0.4183
C (0.78395, 0.56895, 0.62692)  0.6923
C (-0.35200, -0.12629, 1.19621)  -0.8887
N (-0.42580, -1.45842, 0.46379)  -0.4933
C (-1.17074, -0.32891, -0.05146)  -0.0910
C (-0.37459, 0.09581, -1.28078)  -0.5267
N (0.73444, 0.85101, -0.66216)  -0.1329
H (1.58939, 0.72506, 2.24557)  0.3520
H (-0.98223, -2.13579, 0.97004)  0.2206
H (-2.26003, -0.27017, -0.03096)  0.4404
H (0.01360, -0.88406, -1.56726)  0.2703
H (-0.85568, 0.68771, -2.06645)  0.3581
H (1.49040, 1.28427, -1.17703)  0.2173

Energy relative to the best compared isomer or geometry (same formula, charge and spin) ... 391.5 kJ/mol
LUMO ... 0.786 eV
E_tot ... -9269.44399 eV
Structure (SMILES) ... OC1=C2N[C@@H]2CN1